Run one
{"formula": "C7H12", "method": "ωB97M-V/def2-TZVPD", "charge": 1, "s2": 0.764, "multiplicity": 2, "elements": ["C", "C", "C", "C", "C", "C", "C", "H", "H", "H", "H", "H", "H", "H", "H", "H", "H", "H", "H"], "coordinates": [[-1.675, 0.044, -1.422], [-0.540, -0.850, -0.846], [0.008, -1.825, -1.517], [0.515, 1.131, 0.127], [0.050, -0.143, 0.371], [0.345, -1.019, 1.584], [1.076, 2.001, 1.066], [-1.430, 0.093, -2.448], [-2.719, -0.312, -1.339], [-1.508, 0.981, -0.862], [0.835, -2.514, -1.115], [-0.413, -2.370, -2.414], [0.164, 1.558, -0.832], [1.162, -0.511, 2.061], [-0.576, -1.275, 2.203], [0.768, -2.073, 1.277], [2.196, 1.891, 1.288], [1.024, 3.092, 0.746], [0.717, 2.099, 2.073]]}

---

Run two
{"formula": "C7H12", "method": "ωB97M-V/def2-TZVPD", "charge": 1, "s2": 0.782, "multiplicity": 2, "elements": ["C", "C", "C", "C", "C", "C", "C", "H", "H", "H", "H", "H", "H", "H", "H", "H", "H", "H", "H"], "coordinates": [[-0.425, -3.146, -0.485], [0.083, -1.870, -1.175], [0.654, -0.845, -0.196], [-0.161, 0.354, 0.000], [0.333, 1.526, 0.545], [-0.476, 2.659, 0.731], [0.009, 3.871, 1.142], [0.405, -3.825, -0.303], [-1.128, -3.675, -1.136], [-0.928, -2.924, 0.452], [-0.742, -1.416, -1.735], [0.864, -2.132, -1.894], [1.672, -0.543, -0.438], [0.771, -1.293, 0.802], [-1.205, 0.270, -0.319], [1.374, 1.631, 0.825], [-1.529, 2.561, 0.514], [1.047, 4.061, 1.387], [-0.619, 4.736, 1.282]]}

---

Stability summary: most stable run two, least stable run one.

---

Run one
{"formula": "C6H7ClN2", "method": "ωB97M-V/def2-TZVPD", "elements": ["C", "C", "C", "C", "C", "C", "N", "N", "Cl", "H", "H", "H", "H", "H", "H", "H"], "coordinates": [[-0.863, -1.432, -1.422], [0.448, -1.970, -1.630], [-0.664, -0.407, -0.487], [1.491, 1.987, 1.431], [1.467, 0.697, 1.604], [-1.701, 0.512, 0.103], [1.288, -1.370, -0.806], [0.615, -0.461, -0.170], [1.986, -0.508, 2.548], [-1.736, -1.802, -1.964], [0.563, -2.735, -2.393], [2.074, 2.770, 1.887], [0.877, 2.496, 0.733], [-2.612, 0.180, -0.463], [-1.832, 0.528, 1.110], [-1.401, 1.512, -0.080]]}

---

Run two
{"formula": "C6H7ClN2", "method": "ωB97M-V/def2-TZVPD", "elements": ["C", "C", "C", "C", "C", "C", "N", "N", "Cl", "H", "H", "H", "H", "H", "H", "H"], "coordinates": [[1.772, -0.004, -1.613], [-1.461, 0.862, 0.058], [-0.689, 0.882, -1.029], [-1.069, 0.098, 1.299], [0.421, -0.275, 1.271], [0.519, -0.627, -1.161], [2.718, 0.574, -1.793], [0.651, -1.258, 0.180], [-1.060, 1.659, -2.488], [-2.198, 1.614, 0.221], [-1.337, 0.566, 2.259], [-1.579, -0.837, 1.265], [1.092, 0.641, 1.237], [0.400, -0.958, 2.113], [0.194, -1.263, -2.002], [1.625, -1.673, 0.181]]}

---

Stability summary: most stable run two, least stable run one.

---

Run one
{"formula": "C3H9N2S", "method": "ωB97M-V/def2-TZVPD", "charge": -1, "elements": ["C", "C", "S", "H", "H", "H", "H", "H", "N", "C", "N", "H", "H", "H", "H"], "coordinates": [[-0.728, -0.077, -2.050], [-1.792, -0.592, -1.072], [-1.068, -1.520, 0.306], [-0.316, -0.958, -2.544], [0.006, 0.511, -1.502], [-1.206, 0.549, -2.819], [-2.486, -1.248, -1.610], [-2.378, 0.260, -0.713], [0.415, 0.496, 1.986], [1.653, 0.294, 1.519], [2.671, 0.946, 1.990], [-0.384, -0.110, 1.614], [0.336, 1.233, 2.667], [1.759, -0.425, 0.709], [3.517, 0.642, 1.518]]}

---

Run two
{"formula": "C3H9N2S", "method": "ωB97M-V/def2-TZVPD", "charge": -1, "smiles": "NCNCC[S-]", "elements": ["N", "C", "N", "C", "C", "S", "H", "H", "H", "H", "H", "H", "H", "H", "H"], "coordinates": [[-2.555, -0.374, -0.940], [-1.509, -0.228, -1.963], [-0.389, 0.602, -1.436], [0.414, -0.122, -0.516], [0.795, 0.703, 0.792], [1.831, -0.236, 2.071], [-3.375, -0.904, -1.161], [-2.156, -0.776, -0.124], [-1.773, 0.285, -2.897], [-1.165, -1.232, -2.170], [-0.917, 1.395, -1.030], [-0.026, -1.014, -0.073], [1.433, -0.256, -0.933], [1.180, 1.773, 0.589], [-0.087, 0.797, 1.417]]}

---

Stability summary: most stable run one, least stable run two.

---

Run one
{"formula": "H4OS2", "method": "ωB97M-V/def2-TZVPD", "smiles": "SS.O", "elements": ["S", "S", "H", "H", "O", "H", "H"], "coordinates": [[-1.994, 0.124, 0.724], [-0.681, 0.273, 2.286], [-1.108, -0.173, -0.328], [0.182, 1.266, 2.239], [0.975, -0.400, -1.447], [1.628, -1.083, -1.125], [0.998, -0.006, -2.348]]}

---

Run two
{"formula": "H4OS2", "method": "ωB97M-V/def2-TZVPD", "smiles": "SS.O", "elements": ["S", "S", "H", "H", "O", "H", "H"], "coordinates": [[-1.757, 1.085, 0.777], [-0.704, -0.671, 1.363], [-2.504, 1.371, 1.865], [0.471, -0.096, 1.698], [1.328, -0.608, -2.261], [2.240, -0.860, -1.990], [0.927, -0.220, -1.451]]}

---

Stability summary: most stable run two, least stable run one.